Here is C6H7N3O in the gas phase in a non-equilibrium geometry from the Open Molecules 2025 dataset. Energies are from ωB97M-V with the def2-TZVPD basis set.

Calculated values
- Energy above the lowest of the compared OMol25 structures with the same formula, charge and spin: 35.2 kcal/mol
- Total energy: -472.2857 hartree
- E_LUMO: 0.25 eV
- SMILES: Cc1c(C#N)[nH]n(C)c1=O
- HOMO level: -0.330 hartree
- Kohn-Sham gap: 9.22 eV

Last column: Löwdin charge in e.
Cartesian coordinates (Å):
C  -1.029  -2.310  -0.137  -0.015
C  -0.599  -0.863  -0.005  -0.110
C  -1.240  0.300  0.217  -0.206
C  -2.665  0.502  0.362  -0.139
N  -3.813  0.567  0.511  0.160
N  -0.301  1.399  0.177  0.060
N  0.962  0.823  -0.047  -0.103
C  2.148  1.618  -0.233  -0.006
C  0.882  -0.513  -0.190  -0.423
O  1.810  -1.249  -0.469  0.058
H  -1.010  -2.744  0.861  0.086
H  -0.178  -2.717  -0.717  0.084
H  -2.012  -2.486  -0.606  0.090
H  -0.426  2.127  0.990  0.198
H  2.148  1.973  -1.260  0.101
H  2.293  2.431  0.483  0.092
H  3.030  1.144  0.062  0.072

Force components x, y, z for each atom (eV/Å):
C 0.76 0.97 -0.29
C 0.55 -0.12 -0.24
C 1.11 0.48 -0.16
C -0.35 0.01 0.32
N 1.26 0.03 -0.21
N -1.60 1.35 1.10
N -0.58 0.72 1.57
C -0.99 1.33 -0.11
C -1.10 -0.92 0.12
O -0.10 -0.13 -0.02
H -0.06 -0.25 -0.02
H -0.73 -0.43 0.18
H 0.55 0.25 0.16
H 0.84 -2.07 -1.91
H 0.49 0.21 0.03
H -1.21 0.51 -0.14
H 1.15 -1.94 -0.38